(1)
Below is a structure of composition C22H49N2O2P3Ru, with properties calculated with ωB97M-V/def2-TZVPD.

Properties
LUMO (alpha / beta), eV: -8.018 / -12.029
Energy above the lowest of the compared OMol25 structures with the same formula, charge and spin, kJ/mol: 290.09
HOMO-LUMO gap (alpha / beta), eV: 6.016 / 4.184
HOMO energy (alpha / beta), Eh: -0.51576 / -0.59582

Geometry as ORCA input:
```
! wB97M-V def2-TZVPD RIJCOSX def2/J DEFGRID3
* xyz 3 6
Ru 0.7686 0.8727 -2.3569
P 1.8373 1.1668 -0.3225
P -1.0708 1.8640 -1.6737
P 2.3587 -0.4712 -3.3065
H -1.9731 -2.6989 -0.1795
C -1.0286 -3.2352 -0.1461
C -0.1638 -2.8882 0.8133
H -0.5178 -2.1788 1.5638
C 0.9889 1.0995 1.3156
C 2.4921 2.8306 -0.6821
C 3.2017 0.0158 0.1021
C -2.7619 1.5415 -2.1613
C -1.3963 2.7197 -0.0994
C -0.5557 3.1898 -2.8503
C 2.8919 -2.0738 -2.5836
C 3.8666 0.6250 -3.4102
C 1.9658 -0.9046 -5.0273
H -0.7640 -3.8589 -0.9986
H 0.7626 -3.4366 1.0091
H 1.2382 0.1775 1.8557
H -0.0926 0.9996 1.1815
H 1.1904 1.9494 1.9955
H 1.6804 3.5656 -0.7752
H 2.9878 2.7920 -1.6625
H 3.2027 3.1576 0.0874
H 2.7351 -0.9700 0.2582
H 3.7624 0.2931 1.0154
H 3.9137 -0.0998 -0.7218
H -3.0555 2.2993 -2.8849
H -3.4094 1.6028 -1.2886
H -2.8775 0.5655 -2.6236
H -2.1772 3.4689 -0.2752
H -0.5061 3.2065 0.3095
H -1.7609 1.9849 0.6333
H -1.5122 3.7003 -3.0000
H -0.2171 2.7750 -3.8092
H 0.1960 3.8885 -2.4710
H 3.3649 -2.6975 -3.3664
H 2.0055 -2.6171 -2.2162
H 3.6017 -1.9486 -1.7532
H 4.5042 0.3139 -4.2561
H 4.4679 0.6065 -2.4888
H 3.5165 1.6539 -3.5940
H 2.8177 -1.3882 -5.5318
H 1.7048 0.0102 -5.5781
H 1.1087 -1.5965 -5.0535
C -1.6317 -0.9475 -4.6658
C -2.9301 -0.6561 -5.2762
C -3.3376 -1.3856 -6.3869
C -2.7099 -2.5698 -6.7628
C -1.6996 -3.0477 -5.9239
C -1.2823 -2.3558 -4.8064
O -0.8667 0.0010 -4.2495
H 0.5781 -0.1113 -1.1878
H -3.4464 0.2491 -4.9745
H -4.1671 -1.0059 -6.9864
H -3.0259 -3.1104 -7.6554
H -1.2420 -3.9927 -6.1867
H -0.5974 -2.8059 -4.0857
C 0.1767 -2.1340 3.9308
N -0.5574 -1.1222 4.6550
C -0.7864 -1.4117 6.0550
C -1.4076 -0.3316 3.9069
O -1.5150 -0.4701 2.6675
N -2.1321 0.6344 4.5811
C -1.5987 1.3303 5.7369
C -3.0892 1.3664 3.7829
H -0.4982 -2.8124 3.3938
H 0.7531 -2.7378 4.6392
H 0.8669 -1.6560 3.2255
H -0.1647 -0.7680 6.6920
H -1.8432 -1.2858 6.3229
H -0.4909 -2.4513 6.2332
H -1.9707 2.3616 5.7087
H -1.9450 0.8717 6.6733
H -0.4995 1.3437 5.7315
H -2.5994 2.0443 3.0656
H -3.7153 0.6632 3.2262
H -3.7108 1.9583 4.4608
*
```


(2)
Below is a structure of composition C22H49N2P3PmSSe, with properties calculated with ωB97M-V/def2-TZVPD.

Properties
LUMO (alpha / beta), eV: -10.747 / -9.774
HOMO-LUMO gap (alpha / beta), eV: 4.967 / 5.940
HOMO energy (alpha / beta), Eh: -0.57747 / -0.57747

Geometry as ORCA input:
```
! wB97M-V def2-TZVPD RIJCOSX def2/J DEFGRID3
* xyz 3 5
Pm -0.2665 -1.2238 0.2675
P 0.1105 1.6560 1.3910
P -2.5316 0.4431 -0.1747
P 2.4562 -0.3482 -0.3029
H -1.2361 -3.7501 -6.1218
C -0.6443 -4.4556 -5.4991
C -0.4721 -4.3765 -4.1485
H -0.9680 -3.6076 -3.5419
C 0.5154 3.1462 0.3771
C -1.2431 2.4823 2.3529
C 1.4359 1.8976 2.6466
C -3.1701 -0.4724 -1.6479
C -3.9723 0.2564 0.9401
C -2.8776 2.1511 -0.7508
C 2.8376 -1.2955 -1.8371
C 3.9414 -0.8198 0.6825
C 3.1339 1.2849 -0.8301
H -0.1897 -5.2841 -6.0978
H 0.1711 -5.1216 -3.6770
H 0.7240 4.0055 1.0376
H -0.3094 3.4225 -0.2897
H 1.4030 2.9781 -0.2379
H -0.8057 3.3286 2.9120
H -1.6966 1.7800 3.0658
H -2.0266 2.8764 1.6937
H 1.4269 2.9433 2.9835
H 2.4259 1.6709 2.2374
H 1.2479 1.2496 3.5085
H -4.2328 -0.2106 -1.7825
H -3.0639 -1.5601 -1.4891
H -2.5987 -0.1560 -2.5354
H -4.9001 0.4091 0.3775
H -3.9273 0.9836 1.7549
H -3.9917 -0.7411 1.3833
H -3.9662 2.2885 -0.8379
H -2.4129 2.3139 -1.7360
H -2.4917 2.9062 -0.0600
H 3.8836 -1.1109 -2.1306
H 2.1730 -0.9476 -2.6423
H 2.6844 -2.3701 -1.6566
H 4.8054 -0.9913 0.0280
H 3.7513 -1.7281 1.2558
H 4.2058 -0.0233 1.3838
H 4.0948 1.1842 -1.3554
H 3.2952 1.9351 0.0368
H 2.4368 1.7750 -1.5126
C 0.0260 1.3094 -4.7610
C -0.5703 0.0664 -4.9249
C -0.3603 -0.6562 -6.1106
C 0.5093 -0.1756 -7.1072
C 1.1621 1.0414 -6.8961
C 0.9182 1.7857 -5.7375
Se -0.2481 2.3752 -3.2078
H 1.0068 1.7688 -2.7372
H -1.1535 -0.3185 -4.0854
H -0.8629 -1.6057 -6.2314
H 0.6626 -0.7369 -8.0422
H 1.8385 1.4486 -7.6575
H 1.3832 2.7608 -5.5871
C 2.2180 -1.2191 3.8190
N 0.9760 -1.0406 4.5838
C 1.1206 -1.1893 6.0356
C -0.2155 -1.4243 4.0064
S -0.2247 -2.5023 2.6267
N -1.3683 -0.9506 4.5357
C -1.3347 0.2805 5.3413
C -2.6794 -1.4505 4.0938
H 3.0668 -0.7822 4.3874
H 2.1362 -0.7084 2.8445
H 2.4116 -2.2861 3.6209
H 1.0342 -0.2126 6.5279
H 0.3478 -1.8494 6.4509
H 2.1138 -1.6050 6.2609
H -2.2847 0.7978 5.1500
H -1.2114 0.0722 6.4146
H -0.5276 0.9555 5.0297
H -2.7330 -1.4723 3.0010
H -2.8409 -2.4609 4.4640
H -3.4817 -0.7897 4.4712
*
```


(3)
Below is a cluster of 8 separate species, C22H50Br4N6O6 in total, with properties calculated with ωB97M-V/def2-TZVPD.

Properties
SMILES string: CN(C)C=O.CN(C)C=O.CN(C)C=O.CN(C)C=O.CN(C)C=O.CN(C)C=O.BrCCBr.BrCCBr
LUMO, eV: -0.118
Energy above the lowest of the compared OMol25 structures with the same formula, charge and spin, kJ/mol: 332.13
HOMO-LUMO gap, eV: 8.957
HOMO energy, Eh: -0.33351

Geometry as ORCA input:
```
! wB97M-V def2-TZVPD RIJCOSX def2/J DEFGRID3
* xyz 0 1
C 2.9729 1.3034 -3.1942
N 3.2712 0.3332 -4.2432
C 3.0106 0.7281 -5.5669
C 3.8294 -0.8127 -3.8782
O 4.0521 -1.6803 -4.7257
H 3.7700 2.0411 -3.1015
H 2.8335 0.8773 -2.2007
H 2.0020 1.7683 -3.3647
H 3.1609 -0.0472 -6.3183
H 2.0191 1.1114 -5.8080
H 3.6389 1.5798 -5.8271
H 4.2236 -0.7660 -2.8513
C -3.8945 -4.5096 0.6028
N -2.5768 -5.1857 0.6100
C -1.5134 -4.7216 -0.2871
C -2.3381 -6.1984 1.4678
O -1.2661 -6.8109 1.5265
H -3.7128 -3.4637 0.8501
H -4.6637 -4.9942 1.2042
H -4.3521 -4.6402 -0.3778
H -1.1048 -3.7619 0.0296
H -0.7056 -5.4158 -0.5183
H -1.9078 -4.5425 -1.2873
H -3.2305 -6.4145 2.0753
C 4.2732 1.6270 1.1698
N 3.7453 2.8732 0.5643
C 2.6990 3.5665 1.3136
C 4.1315 3.2576 -0.6834
O 3.6737 4.1861 -1.3573
H 4.7608 1.6746 2.1435
H 5.0320 1.1910 0.5200
H 3.4079 0.9669 1.2294
H 3.2687 3.9949 2.1383
H 2.3889 4.4782 0.8030
H 1.9633 2.8792 1.7313
H 4.7379 2.5572 -1.2783
C -2.6510 3.2281 -2.5434
N -1.9723 2.8293 -3.7972
C -0.7729 3.5348 -4.2150
C -2.6349 1.9264 -4.5356
O -2.2324 1.5824 -5.6366
H -2.1430 2.7473 -1.7073
H -3.7031 2.9936 -2.3816
H -2.5329 4.2897 -2.3264
H -0.2166 3.0563 -5.0211
H -0.9343 4.5313 -4.6263
H -0.0647 3.7083 -3.4049
H -3.6079 1.5776 -4.1564
C 0.6298 3.0059 5.9052
N 0.5997 2.0150 4.8666
C -0.4412 2.2431 3.7875
C 1.5888 1.0881 4.6934
O 1.7577 0.4567 3.5911
H -0.1020 3.0067 6.7131
H 0.4587 3.9868 5.4616
H 1.5604 3.1359 6.4576
H -1.3781 2.4086 4.3193
H -0.1930 3.0916 3.1498
H -0.5758 1.3840 3.1303
H 2.2858 1.0282 5.5435
C -4.0423 0.7525 4.6806
N -4.2383 -0.4901 3.9365
C -3.2385 -0.7078 2.9204
C -5.3587 -1.2520 4.0150
O -5.5080 -2.2718 3.2997
H -3.0917 0.6698 5.2076
H -4.7710 1.0007 5.4523
H -4.0663 1.6057 4.0027
H -3.0169 0.0587 2.1777
H -2.2632 -1.0494 3.2669
H -3.5511 -1.5501 2.3033
H -6.0530 -0.9529 4.8155
Br 1.1956 -4.0377 -5.3835
C 2.0149 -3.6578 -3.5403
C 1.4639 -4.6541 -2.5639
Br 2.7275 -4.9959 -1.0910
H 1.7448 -2.6418 -3.2526
H 3.0997 -3.7350 -3.6134
H 1.2968 -5.6078 -3.0646
H 0.5574 -4.2048 -2.1585
Br 0.1876 0.9669 -1.4485
C -0.2569 0.1345 0.2404
C 0.5287 -1.2075 0.3434
Br -0.1554 -2.1644 1.9554
H -1.3286 -0.0616 0.2759
H -0.1128 0.9276 0.9741
H 1.5888 -0.9677 0.4251
H 0.3219 -1.7917 -0.5533
*
```


| no. | E_tot (Ha) |
| --- | --- |
| 1 | -2245.4322 |
| 2 | -5408.2024 |
| 3 | -11944.1983 |